49
Properties=species:S:1:pos:R:3:forces:R:3 method="wB97M-V/def2-TZVPD" spin_multiplicity=5 total_charge=+2 homo_lumo_gap_ev="7.8 / 4.0" s2=6.055
Pt 1.080838 -0.560307 1.325523 0.3 -0.2 0.0
C -1.802085 -2.306582 3.726340 0.2 0.1 -0.1
C -0.775961 -1.376967 4.223027 -0.3 -0.3 0.0
N 0.187758 -0.797130 3.480857 0.6 0.5 -0.5
C 0.900162 -0.011554 4.286347 -0.1 -0.3 -1.0
C 0.386732 -0.103791 5.599272 -0.6 -0.5 0.2
N -0.661299 -0.968234 5.506423 0.5 0.5 0.2
C 0.804193 0.542653 6.848569 -1.9 -0.7 2.9
O 1.802730 1.319059 6.891553 1.0 0.5 -1.0
O 0.077684 0.260665 7.823768 0.8 0.2 -1.6
C 2.053209 0.817055 3.769501 0.2 0.2 0.1
O 2.686622 1.488364 4.583674 -0.1 -0.2 -0.5
O 2.269154 0.736413 2.524729 -0.1 0.0 0.0
H -1.603967 -2.552124 2.686620 0.0 0.0 0.0
H -2.790044 -1.844631 3.803570 0.0 0.0 0.0
H -1.816947 -3.218498 4.326458 0.0 0.0 0.0
H -1.249829 -1.249562 6.284078 0.1 0.1 0.2
H 2.256714 1.424564 5.937873 -0.2 0.1 0.9
C 4.162200 0.195842 -3.639246 0.0 0.1 0.0
C 3.247068 -1.005100 -3.376234 0.0 -0.1 0.0
N 1.866501 -0.585849 -3.148145 0.0 0.0 -0.3
C 1.094173 -0.199354 -4.328051 0.0 0.0 0.0
C 0.869684 1.315631 -4.417737 0.0 0.0 0.0
C 1.264358 -0.495596 -1.879769 -0.2 0.1 0.5
S 2.386139 -0.646995 -0.594752 -0.2 0.0 0.2
N -0.015232 -0.252821 -1.921413 0.2 -0.1 -0.3
C -0.910436 -0.111067 -0.929936 -0.1 0.0 0.5
O -0.707085 -0.336883 0.310519 -0.2 0.1 -0.3
C -2.261710 0.304162 -1.315614 0.1 0.0 0.0
C -3.189997 0.638581 -0.327026 -0.1 0.1 0.1
C -4.462960 1.046944 -0.679951 0.1 0.0 0.2
C -4.821268 1.117328 -2.018898 0.0 0.0 -0.1
C -3.906201 0.784098 -3.007484 0.1 0.0 -0.1
C -2.628748 0.381611 -2.659434 -0.1 0.0 -0.2
H 5.170765 -0.184228 -3.792830 0.0 0.0 0.0
H 4.168849 0.871290 -2.784915 0.0 0.0 0.0
H 3.867812 0.742630 -4.532672 0.0 0.0 0.0
H 3.594135 -1.587880 -2.530556 0.0 0.0 0.0
H 3.217866 -1.652660 -4.253891 0.0 0.0 0.0
H 0.135091 -0.714139 -4.261239 0.0 0.0 0.0
H 1.645069 -0.561471 -5.191959 0.0 0.0 0.0
H 0.324637 1.685836 -3.553600 0.0 0.0 0.0
H 0.277611 1.508315 -5.311149 0.0 0.0 0.0
H 1.812580 1.849756 -4.512722 0.0 0.0 0.0
H -2.902592 0.592209 0.714093 0.0 0.0 0.0
H -5.177671 1.314740 0.085785 0.0 0.0 0.0
H -5.818396 1.434033 -2.293561 0.0 0.0 0.0
H -4.190857 0.836235 -4.049200 0.0 0.0 0.0
H -1.917051 0.115407 -3.426594 0.0 0.0 0.0

=====

48
Properties=species:S:1:pos:R:3:forces:R:3 method="wB97M-V/def2-TZVPD" smiles=BrCCBr.BrCCBr.BrCCBr.BrCCBr.BrCCBr.BrCCBr total_charge=0 e_above_lowest_kj_mol=147.98 homo_lumo_gap_ev=9.8
Br -0.971275 0.132118 3.556592 0.1 -0.4 0.5
C -0.204225 -1.179032 4.798232 0.6 -1.2 -0.1
C -0.547375 -2.617772 4.308742 0.0 1.3 -0.1
Br 0.070325 -3.999082 5.548002 -0.3 0.5 -0.2
H -0.542395 -1.019832 5.822142 -0.3 0.2 -0.3
H 0.876385 -1.036762 4.786222 -0.1 0.1 -0.1
H -0.046915 -2.827052 3.363312 -0.1 0.0 0.1
H -1.629005 -2.638462 4.175502 0.1 -0.6 0.1
Br 2.455005 0.879338 -0.851478 -1.1 0.4 0.0
C 0.557655 1.482428 -0.797698 -0.5 0.8 0.4
C -0.274455 0.529998 0.015642 -0.6 -0.5 0.3
Br -2.252485 1.134048 0.166842 1.7 -0.4 -0.5
H 0.122665 1.564438 -1.793768 0.6 -0.3 -0.1
H 0.537895 2.495218 -0.395228 0.3 -0.1 0.2
H -0.012375 0.364988 1.060722 0.2 0.4 -0.3
H -0.242935 -0.438262 -0.483938 -0.5 0.0 0.1
Br -6.064955 0.966148 0.258802 0.1 -0.4 0.7
C -5.445015 0.308288 2.021552 1.2 1.7 0.2
C -5.416765 -1.139792 2.126652 -1.1 -1.8 -1.1
Br -4.730345 -1.717752 3.843202 -0.2 0.1 0.0
H -6.049675 0.751968 2.812522 0.0 0.2 -0.3
H -4.399825 0.604398 2.111082 -0.2 0.7 0.0
H -4.799405 -1.602372 1.356592 0.1 0.1 0.2
H -6.438865 -1.485262 1.971502 0.1 -0.6 0.4
Br 4.594975 3.659848 4.219342 0.3 -0.3 -0.5
C 4.500845 2.845148 2.410272 0.0 0.2 0.2
C 3.574395 3.623548 1.510092 -0.4 1.2 1.3
Br 1.863235 3.879398 2.446052 -0.4 -0.3 -0.7
H 4.185375 1.815118 2.576452 0.3 0.1 -0.2
H 5.507275 2.990808 2.017882 0.0 -0.6 0.1
H 3.379205 3.250068 0.504852 0.2 -0.2 0.3
H 3.954255 4.645058 1.527932 0.0 -0.1 -0.6
Br 4.568245 -2.501922 -3.884358 0.9 -0.4 0.1
C 2.987155 -1.561212 -3.551318 -2.8 0.8 -0.1
C 1.810435 -2.447922 -3.005328 1.3 0.9 -0.1
Br 2.025385 -2.816302 -1.056638 -0.1 -0.3 -1.1
H 2.609445 -1.181232 -4.500558 0.1 -0.4 -0.4
H 3.102695 -0.599672 -3.051138 0.5 -0.6 0.7
H 1.796685 -3.325182 -3.652128 0.0 -0.4 0.7
H 0.837975 -1.964952 -3.101068 0.3 0.2 0.1
Br 0.561075 -1.201822 -6.415758 0.0 -0.6 -0.2
C -1.018085 -0.282762 -5.819448 -0.2 0.4 1.0
C -0.788435 0.296318 -4.345158 -0.1 0.0 -2.3
Br 0.747085 1.549688 -4.431138 -0.7 -0.3 0.2
H -1.895665 -0.926202 -5.882148 0.3 -0.5 0.5
H -1.219085 0.405258 -6.640628 0.3 0.7 0.7
H -0.551465 -0.492052 -3.630718 0.1 0.1 -0.2
H -1.684635 0.829018 -4.027108 0.2 0.2 0.0

=====

43
Properties=species:S:1:pos:R:3:forces:R:3 method="wB97M-V/def2-TZVPD" spin_multiplicity=2 total_charge=+1 e_above_lowest_kj_mol=0.00 homo_lumo_gap_ev="8.6 / 7.7" s2=0.755
Re -0.153803 -0.157296 -0.149624 0.0 0.1 0.1
O -0.776183 1.042306 1.519926 0.0 -0.3 -0.1
C -2.005852 1.759276 1.273389 -0.2 -0.2 -0.1
C -3.028199 0.718883 0.855682 0.1 0.2 0.1
N -2.408225 -0.197836 -0.145140 0.1 0.2 0.1
C -2.811096 0.108090 -1.532247 0.0 0.0 -0.1
C -1.840298 -0.603041 -2.463873 -0.1 0.0 0.0
O -2.012206 -0.715755 -3.640202 0.0 0.0 0.0
O -0.787116 -1.096717 -1.813867 0.3 -0.1 0.1
C -2.774812 -1.602306 0.194397 0.0 -0.1 0.1
C -1.856173 -2.084606 1.316348 -0.2 -0.1 -0.1
O -2.256128 -2.774437 2.213220 0.0 0.0 0.1
O -0.618330 -1.677587 1.160129 0.3 0.0 -0.1
H -0.823985 0.494629 2.323529 0.0 0.0 0.0
H -1.771555 2.473686 0.485292 0.0 0.0 0.0
H -2.292449 2.300846 2.173434 0.0 0.0 0.0
H -3.936431 1.170865 0.454341 0.0 0.0 0.0
H -3.313249 0.127598 1.727822 0.0 0.0 0.0
H -2.736012 1.181281 -1.714259 0.0 0.0 0.0
H -3.833673 -0.213777 -1.739414 0.0 0.0 0.0
H -2.608352 -2.236415 -0.675047 0.0 0.0 0.0
H -3.822426 -1.664711 0.485355 0.0 0.0 0.0
N 1.576442 -0.923310 -1.334202 -0.3 0.1 -0.2
N 1.852379 -0.170071 -2.501093 0.0 -0.1 0.0
C 1.339478 1.050614 -2.691080 0.1 0.0 0.0
N 1.687440 1.704832 -3.790981 0.0 0.0 0.0
S 0.281935 1.769245 -1.561429 0.0 -0.2 0.1
H 2.430838 -1.012703 -0.788034 -0.1 0.1 -0.2
H 1.256813 -1.850501 -1.617529 0.0 0.0 -0.1
H 2.388250 -0.631564 -3.224442 0.0 0.0 0.1
H 2.313006 1.323476 -4.482032 0.0 0.0 0.0
H 1.285764 2.611207 -3.967504 0.0 0.0 0.0
F 2.036322 -2.333895 0.769008 -0.1 -0.2 0.2
C 2.314021 -1.181432 1.407811 0.0 0.2 0.2
C 1.589767 -0.031063 1.095563 0.2 0.3 0.1
C 2.065766 1.135118 1.688489 -0.2 0.0 0.0
F 1.490917 2.321530 1.420283 0.1 -0.1 0.0
C 3.118351 1.156206 2.590424 0.1 0.0 0.0
F 3.507682 2.301637 3.142245 0.0 -0.1 0.0
C 3.769169 -0.024556 2.908829 0.0 0.0 0.0
F 4.777191 -0.024264 3.768337 -0.1 0.0 -0.1
C 3.370954 -1.205556 2.299402 0.0 0.0 0.0
F 4.014085 -2.337905 2.558765 0.0 0.1 0.0

=====

54
Properties=species:S:1:pos:R:3:forces:R:3 method="wB97M-V/def2-TZVPD" spin_multiplicity=5 total_charge=+4 e_above_lowest_kj_mol=0.00 homo_lumo_gap_ev="6.1 / 4.6" s2=6.055
C 3.011248 -0.699432 -1.428984 0.3 0.7 -0.4
N 2.173092 0.355615 -1.450493 0.0 -1.2 0.6
N 2.771234 1.419006 -2.071183 -0.7 0.2 0.2
C 4.004783 1.019870 -2.455493 -0.8 -0.3 0.5
C 4.170257 -0.308862 -2.077337 0.1 -0.2 0.1
B 1.981365 2.769996 -2.165870 0.6 -0.1 0.9
N 0.616506 2.376236 -2.868890 -1.1 1.7 -2.1
N -0.128516 1.379182 -2.287824 -3.6 -0.4 -1.7
C -1.336767 1.323321 -2.877720 1.7 -0.6 1.6
C -1.374109 2.291631 -3.876275 -2.0 -0.4 -0.6
C -0.139983 2.938886 -3.846099 3.8 0.1 1.9
Pt 0.362742 0.276982 -0.591126 1.7 3.3 1.7
N 1.567406 3.104229 -0.674951 -0.4 0.0 0.2
N 0.805633 2.178844 -0.006947 0.2 0.5 -0.7
C 0.343761 2.711558 1.139779 0.6 0.2 -0.7
C 0.862754 3.993362 1.244787 -0.2 0.0 0.2
C 1.624311 4.217052 0.101516 -0.3 -0.8 -0.3
H -0.340014 2.151204 1.759476 0.1 0.1 0.2
H 2.192677 5.084608 -0.189156 0.0 0.1 -0.1
H 0.686163 4.670842 2.057854 0.1 0.2 0.1
H 2.564097 3.659720 -2.712880 -0.2 -0.3 0.1
H 0.242398 3.763722 -4.425856 0.0 0.1 -0.2
H 4.679511 1.705938 -2.942577 0.0 0.0 -0.1
H -2.217254 2.506734 -4.508059 -0.1 0.2 -0.3
H 5.031188 -0.924421 -2.232022 0.3 -0.1 -0.1
H -2.088265 0.646277 -2.500477 -0.1 0.0 -0.3
H 2.715577 -1.613157 -0.937407 0.2 0.0 -0.2
H -2.615346 0.952068 0.036980 -0.1 0.2 0.1
C -3.561583 0.420218 -0.153305 0.2 -0.3 -0.2
H -4.319348 1.117577 -0.534743 0.3 -0.2 0.2
H -3.362955 -0.352572 -0.908928 -0.2 0.0 0.2
H -3.905872 -0.058792 0.772281 0.0 0.2 -0.3
C -2.092214 -1.755838 4.179552 -0.9 0.4 -0.2
N -0.812932 -1.898480 3.561106 0.1 0.4 0.2
C 0.208557 -2.550172 4.322274 0.3 -0.4 0.7
C -0.449410 -1.228436 2.325688 0.2 0.5 -0.1
C -0.630001 -2.071901 1.074167 -0.5 -1.7 1.2
C -1.113177 -3.378916 1.195587 0.3 0.8 0.6
C -1.014594 -4.280527 0.125374 -0.7 -0.2 1.5
C -0.640333 -3.794700 -1.131000 0.8 1.2 -2.0
C -0.372717 -2.431699 -1.322324 -0.4 -1.1 0.3
C -0.257389 -1.559531 -0.214918 -0.1 -1.9 -2.1
H -1.967174 -1.351533 5.197120 0.0 -0.1 -0.1
H -2.568360 -2.745168 4.287699 0.1 0.1 0.1
H -2.753274 -1.098915 3.602381 0.2 -0.2 0.1
H 0.526436 -3.488168 3.836025 0.0 0.2 0.0
H 1.084220 -1.889969 4.418361 -0.1 -0.2 -0.1
H -0.186822 -2.776746 5.319346 0.2 -0.1 -0.3
H -1.023232 -0.290172 2.228472 -0.1 -0.3 0.2
H 0.610745 -0.934222 2.454600 -0.3 -0.2 -0.4
H -1.513400 -3.705680 2.164520 0.3 -0.1 -0.6
H -1.271806 -5.333344 0.283452 0.1 0.3 -0.2
H -0.545698 -4.484918 -1.968843 -0.2 0.1 0.1
H -0.234117 -2.028413 -2.326710 0.2 -0.4 0.3